# 1
{"formula": "H2N4", "method": "ωB97M-V with the def2-TZVPD basis set", "energy_ha": -220.164331, "fmax_ev_per_a": 3.243, "smiles": "[H]/N=N\\[H].N#N", "total_charge": 0, "de_lowest_kcal_mol": 18.7, "elements": ["H", "N", "N", "H", "N", "N"], "positions_angstrom": [[-1.1948, -0.5994, 0.1852], [-0.3776, -0.0249, -0.3371], [-0.1650, 1.1343, -0.0413], [-0.8063, 1.4408, 0.6995], [0.6247, 1.1619, -2.7202], [1.1774, 0.9127, -1.8093]]}

***

# 2
{"formula": "C47H60BCsN5O5", "method": "ωB97M-V with the def2-TZVPD basis set", "energy_ha": -2522.094087, "fmax_ev_per_a": 3.307, "total_charge": -1, "de_lowest_kcal_mol": 35.6, "elements": ["Cs", "C", "C", "C", "C", "C", "C", "C", "C", "C", "H", "H", "H", "H", "H", "H", "H", "H", "H", "H", "H", "H", "O", "C", "C", "C", "C", "C", "C", "N", "H", "H", "H", "H", "H", "H", "H", "C", "C", "N", "C", "C", "N", "C", "O", "O", "C", "O", "O", "H", "H", "H", "H", "H", "C", "C", "C", "C", "C", "C", "C", "C", "C", "C", "C", "C", "N", "B", "N", "C", "C", "C", "C", "C", "C", "C", "C", "C", "C", "C", "C", "C", "C", "H", "H", "H", "H", "H", "H", "H", "H", "H", "H", "H", "H", "H", "H", "H", "H", "H", "H", "H", "H", "H", "H", "H", "H", "H", "H", "H", "H", "H", "H", "H", "H", "H", "H", "H", "H"], "positions_angstrom": [[1.4230, 0.6935, 0.5097], [-2.3131, 5.2385, 0.6161], [-1.9822, 4.4652, 1.8645], [-2.8501, 3.5115, 2.3719], [-2.5303, 2.7688, 3.5068], [-3.4779, 1.7197, 4.0223], [-1.3220, 3.0100, 4.1428], [-0.4359, 3.9739, 3.6650], [0.8838, 4.1945, 4.3550], [-0.7814, 4.6958, 2.5329], [-3.2785, 4.9367, 0.2104], [-1.5519, 5.0709, -0.1489], [-2.3442, 6.3112, 0.8178], [-3.7905, 3.3307, 1.8614], [-4.4692, 2.1413, 4.1986], [-3.1124, 1.2911, 4.9548], [-3.5850, 0.9078, 3.2993], [-1.0554, 2.4341, 5.0231], [1.5565, 3.3609, 4.1380], [0.7547, 4.2439, 5.4369], [1.3584, 5.1130, 4.0100], [-0.0954, 5.4498, 2.1583], [3.3266, 1.7649, -1.2217], [3.0881, 1.7439, -2.6161], [1.8201, 2.4526, -3.0461], [1.7512, 2.9762, -4.3294], [0.5819, 3.5843, -4.7549], [-0.4774, 3.6512, -3.8607], [-0.3136, 3.1062, -2.6034], [0.8022, 2.5077, -2.1848], [3.2302, 0.8740, -0.8772], [3.0492, 0.7139, -2.9866], [3.9366, 2.2374, -3.0990], [2.6065, 2.9083, -4.9915], [0.5035, 3.9977, -5.7516], [-1.4111, 4.1161, -4.1455], [-1.1227, 3.1299, -1.8814], [4.3566, 3.6944, 3.3957], [4.4313, 2.2063, 3.4202], [3.6543, 1.3863, 2.7515], [4.0998, 0.1191, 3.0255], [5.1795, 0.1838, 3.8737], [5.3611, 1.5199, 4.1258], [6.0832, -0.8058, 4.4864], [5.9482, -2.0353, 4.0823], [6.9101, -0.4375, 5.3060], [3.4678, -1.1060, 2.4290], [4.1425, -2.1750, 2.4936], [2.3479, -0.9775, 1.9047], [3.6214, 3.9933, 2.6532], [5.3242, 4.1253, 3.1324], [4.0661, 4.0922, 4.3701], [6.0863, 1.8612, 4.7358], [5.1851, -2.0936, 3.3440], [-4.7378, -0.5304, -0.7696], [-3.8663, 0.6804, -1.1290], [-2.9556, 1.0458, 0.0426], [-3.1373, 0.4671, -2.4495], [-3.5408, 1.2774, -3.5083], [-2.9911, 1.1646, -4.7724], [-2.0064, 0.2216, -4.9920], [-1.5887, -0.6244, -3.9716], [-0.5232, -1.6574, -4.2717], [0.7716, -0.9926, -4.7452], [-1.0191, -2.6797, -5.2988], [-2.1604, -0.5227, -2.6909], [-1.7780, -1.4763, -1.7155], [-0.6345, -1.4983, -0.7834], [-0.7489, -2.8565, -0.2459], [-1.8182, -3.5348, -0.8394], [-2.4151, -2.7288, -1.7317], [0.1153, -3.5283, 0.6726], [1.3176, -4.1418, 0.2450], [2.1443, -4.7352, 1.1943], [1.8233, -4.7618, 2.5347], [0.6339, -4.1950, 2.9378], [-0.2251, -3.5702, 2.0376], [-1.4374, -2.8961, 2.6715], [-1.3145, -1.3673, 2.6307], [-2.8024, -3.3445, 2.1430], [1.8466, -4.2433, -1.1858], [0.8523, -4.8224, -2.1949], [2.4692, -2.9322, -1.6797], [-5.3579, -0.2963, 0.0998], [-4.1117, -1.3896, -0.5301], [-5.3965, -0.7975, -1.5991], [-4.5414, 1.5286, -1.2922], [-2.2304, 0.2562, 0.2204], [-3.5519, 1.1919, 0.9455], [-2.3962, 1.9622, -0.1608], [-4.3100, 2.0229, -3.3313], [-3.3244, 1.8082, -5.5786], [-1.5558, 0.1354, -5.9747], [-0.2987, -2.1880, -3.3493], [0.6325, -0.4823, -5.7022], [1.5516, -1.7467, -4.8711], [1.1075, -0.2579, -4.0105], [-1.2039, -2.2063, -6.2665], [-1.9483, -3.1411, -4.9605], [-0.2763, -3.4682, -5.4407], [-2.0684, -4.5567, -0.5957], [-3.2667, -2.9355, -2.3653], [3.0827, -5.1683, 0.8675], [2.5027, -5.1973, 3.2559], [0.3749, -4.2048, 3.9909], [-1.4059, -3.1900, 3.7245], [-1.5486, -0.9984, 1.6331], [-0.2937, -1.0646, 2.8733], [-2.0052, -0.9156, 3.3494], [-3.0030, -2.9348, 1.1563], [-3.5897, -2.9960, 2.8182], [-2.8593, -4.4343, 2.0912], [2.6689, -4.9635, -1.1310], [0.0230, -4.1477, -2.3837], [0.4454, -5.7671, -1.8258], [1.3600, -5.0178, -3.1446], [1.7090, -2.1517, -1.7659], [2.9545, -3.0858, -2.6497], [3.2193, -2.5967, -0.9574]]}

***

# 3
{"formula": "C27H19FN3O10PTi", "method": "ωB97M-V with the def2-TZVPD basis set", "energy_ha": -3247.944517, "fmax_ev_per_a": 2.559, "total_charge": -2, "de_lowest_kcal_mol": 35.1, "elements": ["Ti", "O", "C", "O", "C", "C", "C", "C", "C", "N", "C", "O", "O", "H", "H", "H", "O", "C", "O", "C", "P", "C", "C", "C", "C", "C", "C", "C", "C", "C", "C", "C", "C", "H", "H", "H", "H", "H", "H", "H", "H", "H", "H", "H", "H", "F", "C", "C", "N", "C", "C", "O", "O", "C", "O", "N", "C", "O", "H", "H", "H", "H"], "positions_angstrom": [[-0.2772, -0.0504, 0.2283], [0.8550, 2.7863, 2.7971], [0.2771, 1.8921, 2.1781], [0.7908, 1.2306, 1.1604], [-1.0619, 1.3678, 2.5264], [-1.8658, 1.6600, 3.6060], [-3.0782, 0.9740, 3.7607], [-3.4458, -0.0130, 2.8194], [-2.6172, -0.2641, 1.7572], [-1.4437, 0.4216, 1.6114], [-2.7758, -1.2201, 0.6227], [-3.7871, -1.8957, 0.4419], [-1.7238, -1.2084, -0.1542], [-1.5380, 2.4109, 4.3136], [-3.7245, 1.1986, 4.6007], [-4.3605, -0.5807, 2.9320], [-0.2798, 3.4564, -1.4932], [-0.4489, 2.2512, -1.6055], [-1.0121, 1.4738, -0.7572], [-0.0152, 1.5477, -2.9206], [0.0853, -0.2740, -2.5979], [0.1709, -0.9303, -4.3173], [0.5361, -0.1774, -5.4372], [0.4571, -0.7191, -6.7094], [0.0353, -2.0287, -6.8974], [-0.3114, -2.7950, -5.7904], [-0.2589, -2.2437, -4.5214], [1.8848, -0.3324, -2.1807], [2.4736, 0.6560, -1.3911], [3.7905, 0.5250, -0.9760], [4.5370, -0.5834, -1.3472], [3.9536, -1.5777, -2.1170], [2.6358, -1.4560, -2.5230], [0.9184, 1.9767, -3.2852], [-0.8008, 1.7368, -3.6566], [0.8843, 0.8396, -5.3156], [0.7261, -0.1146, -7.5688], [-0.0231, -2.4474, -7.8945], [-0.6344, -3.8202, -5.9261], [-0.5584, -2.8248, -3.6560], [1.9187, 1.5358, -1.0919], [4.2268, 1.2960, -0.3521], [5.5678, -0.6751, -1.0261], [4.5233, -2.4575, -2.3892], [2.1749, -2.2404, -3.1108], [3.6710, -4.1760, 6.0600], [2.6541, -3.7230, 5.2897], [2.9364, -2.8011, 4.3429], [1.9697, -2.2840, 3.5289], [2.3690, -1.4039, 2.4096], [1.9727, -1.9935, 1.0132], [2.6202, -2.9577, 0.6287], [1.0436, -1.4024, 0.3428], [0.6499, -2.6664, 3.6852], [-0.2441, -2.2281, 3.0204], [0.4154, -3.5932, 4.6824], [1.3428, -4.2381, 5.5057], [0.9820, -5.1057, 6.2791], [3.9417, -2.4382, 4.1983], [3.4537, -1.3453, 2.4543], [1.9212, -0.4156, 2.4958], [-0.5481, -3.8708, 4.8000]]}